i:
Density functional theory data (the ωB97M-V functional and the def2-TZVPD basis) for a cluster of 2 separate species, CH4O3 in total.

```
! RIJCOSX wB97M-V def2-TZVPD def2/J DEFGRID3
* xyz 0 1
O -0.54 -2.05 -0.01
C 0.60 -1.68 0.12
O 0.92 -0.39 0.30
H 1.41 -2.40 0.05
H 0.07 0.04 0.16
O -0.96 1.83 -0.18
H -1.45 2.62 -0.40
H -0.05 2.02 -0.05
*
```

Summary:
* Kohn-Sham gap: 0.4169 Ha
* molecular weight: 64.04 g mol⁻¹
* structure (SMILES): O=CO.O



ii:
Density functional theory data (the ωB97M-V functional and the def2-TZVPD basis) for a cluster of 2 separate species, CH4O3 in total.

```
! RIJCOSX wB97M-V def2-TZVPD def2/J DEFGRID3
* xyz 0 1
C 0.39 -1.35 0.26
O -1.21 1.37 -0.80
O 1.81 0.21 0.96
O 1.51 -1.03 0.74
H 0.25 -2.41 0.09
H -0.37 -0.63 -0.03
H -1.72 1.74 -0.08
H -0.67 2.10 -1.13
*
```

Summary:
* Kohn-Sham gap (alpha / beta): 0.3416 / 0.3416 Ha
* molecular weight: 64.04 g mol⁻¹



Most stable one: i, least stable one: ii.



i:
Density functional theory data (the ωB97M-V functional and the def2-TZVPD basis) for a cluster of 2 separate species, CH4O3 in total.

```
! RIJCOSX wB97M-V def2-TZVPD def2/J DEFGRID3
* xyz 0 1
O -0.56 0.44 0.88
C 0.56 0.86 0.53
O 1.37 1.65 1.33
H 0.97 0.73 -0.49
H 2.12 2.05 0.80
O -1.82 -1.68 -1.06
H -1.47 -2.08 -0.23
H -1.19 -1.97 -1.76
*
```

Summary:
* Kohn-Sham gap: 0.4127 Ha
* molecular weight: 64.04 g mol⁻¹
* structure (SMILES): O=CO.O



ii:
Density functional theory data (the ωB97M-V functional and the def2-TZVPD basis) for a cluster of 2 separate species, CH4O3 in total.

```
! RIJCOSX wB97M-V def2-TZVPD def2/J DEFGRID3
* xyz 0 1
C 1.25 -0.49 1.82
O 0.71 -0.17 0.78
H 1.37 -1.55 2.09
H 1.67 0.26 2.50
O -1.31 -0.31 -1.55
O -1.48 0.57 -2.63
H -0.90 0.24 -0.83
H -1.30 1.44 -2.19
*
```

Summary:
* Kohn-Sham gap: 0.3610 Ha
* molecular weight: 64.04 g mol⁻¹
* structure (SMILES): C=O.OO



Most stable one: i, least stable one: ii.



i:
Density functional theory data (the ωB97M-V functional and the def2-TZVPD basis) for an isolated molecule of CH4O3.

```
! RIJCOSX wB97M-V def2-TZVPD def2/J DEFGRID3
* xyz 0 1
O 1.27 0.57 -0.18
C 0.25 -0.53 0.12
O -0.92 -0.29 -0.57
O -1.89 0.36 0.21
H 1.29 0.72 -1.12
H 0.67 -1.45 -0.31
H 0.13 -0.60 1.20
H -1.64 1.30 0.23
*
```

Summary:
* Kohn-Sham gap: 0.4344 Ha
* molecular weight: 64.04 g mol⁻¹
* structure (SMILES): OCOO



ii:
Density functional theory data (the ωB97M-V functional and the def2-TZVPD basis) for a cluster of 2 separate species, CH4O3 in total.

```
! RIJCOSX wB97M-V def2-TZVPD def2/J DEFGRID3
* xyz 0 1
O 1.06 0.72 0.04
C 0.53 -0.21 0.68
O 0.56 -1.47 0.21
H 0.22 -0.18 1.73
H 0.89 -1.40 -0.71
O -1.37 1.02 -0.44
H -0.34 1.28 -0.53
H -1.54 0.23 -0.96
*
```

Summary:
* Kohn-Sham gap: 0.4212 Ha
* molecular weight: 64.04 g mol⁻¹
* structure (SMILES): O=CO.O



Most stable one: ii, least stable one: i.



i:
Density functional theory data (the ωB97M-V functional and the def2-TZVPD basis) for an isolated molecule of C4H4S2.

```
! RIJCOSX wB97M-V def2-TZVPD def2/J DEFGRID3
* xyz 0 1
C -0.50 -2.64 -0.36
S -0.92 -0.97 -1.65
C -0.32 -1.40 -0.02
C -0.06 -0.08 0.81
C 0.42 1.08 -0.07
S 0.45 0.53 -1.83
H -1.01 0.25 1.29
H 0.67 -0.09 1.52
H 1.50 1.30 0.34
H -0.23 2.03 -0.02
*
```

Summary:
* Kohn-Sham gap: 0.3169 Ha
* molecular weight: 116.21 g mol⁻¹
* structure (SMILES): C1#S2=C1CCS2



ii:
Density functional theory data (the ωB97M-V functional and the def2-TZVPD basis) for an isolated molecule of C4H4S2.

```
! RIJCOSX wB97M-V def2-TZVPD def2/J DEFGRID3
* xyz 0 1
C 1.03 0.52 -1.60
C 0.09 0.79 1.26
C -0.16 -0.37 -1.04
C -0.28 -0.50 0.57
S 1.41 1.47 -0.27
S -0.23 1.67 2.51
H -1.11 0.05 -1.50
H -0.11 -1.42 -1.59
H 0.54 -1.21 0.95
H -1.18 -1.00 0.71
*
```

Summary:
* Kohn-Sham gap: 0.2841 Ha
* molecular weight: 116.21 g mol⁻¹



iii:
Density functional theory data (the ωB97M-V functional and the def2-TZVPD basis) for an isolated molecule of C4H4S2.

```
! RIJCOSX wB97M-V def2-TZVPD def2/J DEFGRID3
* xyz 0 1
C 0.17 2.08 0.19
C -0.50 1.16 -0.13
C -1.46 -0.05 -0.12
S -3.09 0.21 0.06
S -0.78 -1.66 0.02
C 1.07 -1.32 0.00
H 0.59 3.05 0.21
H 0.85 -0.19 0.19
H 1.39 -1.40 -1.07
H 1.75 -1.87 0.65
*
```

Summary:
* Kohn-Sham gap: 0.2993 Ha
* molecular weight: 116.21 g mol⁻¹
* structure (SMILES): C#CC(=S)SC



iv:
Density functional theory data (the ωB97M-V functional and the def2-TZVPD basis) for an isolated molecule of C4H4S2.

```
! RIJCOSX wB97M-V def2-TZVPD def2/J DEFGRID3
* xyz 0 1
S -3.52 -0.52 -2.01
C -2.40 0.49 -1.24
C -1.18 0.30 -0.47
C -0.11 -0.03 0.07
C 1.18 -0.49 0.62
S 2.27 0.84 1.12
H -2.54 1.65 -1.02
H 1.13 -1.33 1.37
H 1.81 -1.03 -0.03
H 3.36 0.12 1.58
*
```

Summary:
* Kohn-Sham gap: 0.2884 Ha
* molecular weight: 116.21 g mol⁻¹
* structure (SMILES): S=CC#CCS



Most stable one: iii, least stable one: i.



i:
Density functional theory data (the ωB97M-V functional and the def2-TZVPD basis) for a cluster of 2 separate species, C11H15N in total.

```
! RIJCOSX wB97M-V def2-TZVPD def2/J DEFGRID3
* xyz -1 2
C -0.48 -0.09 2.78
C 0.45 1.13 2.77
H -0.97 -0.01 3.84
H -1.32 -0.13 2.19
H 0.10 -1.04 2.63
H 1.15 0.92 1.98
H 1.06 1.40 3.65
H 0.00 2.04 2.43
C -0.94 -2.73 -0.10
C 0.16 -0.60 -1.25
C -0.91 -1.24 -0.50
C -0.35 0.77 -1.47
C -1.85 -0.25 -0.29
C 2.06 0.33 -2.26
C 1.65 1.58 -2.44
C 1.48 -0.79 -1.66
C 0.40 1.90 -2.10
N -1.59 0.94 -0.93
H 3.15 0.13 -2.38
H 2.31 2.49 -2.68
H 1.94 -1.82 -1.46
H -0.01 2.98 -2.15
H -1.75 -3.17 -0.72
H -0.93 -2.93 1.02
H -2.69 -0.33 0.36
H -2.07 1.79 -0.81
H -0.06 -3.25 -0.46
*
```

Summary:
* Kohn-Sham gap (alpha / beta): 0.1056 / 0.2444 Ha
* molecular weight: 161.25 g mol⁻¹



ii:
Density functional theory data (the ωB97M-V functional and the def2-TZVPD basis) for a cluster of 2 separate species, C11H15N in total.

```
! RIJCOSX wB97M-V def2-TZVPD def2/J DEFGRID3
* xyz -1 2
C -0.85 -2.98 0.93
C -1.28 -2.59 -0.48
H -0.06 -2.32 1.31
H -1.67 -2.71 1.64
H -0.74 -4.03 1.13
H -1.01 -3.37 -1.21
H -0.85 -1.62 -0.74
H -2.36 -2.53 -0.61
C -1.51 1.11 1.71
C 1.61 1.43 -0.17
C 0.23 1.10 -0.15
C -0.17 1.43 1.20
C 0.86 2.10 1.82
C 2.30 1.32 -1.40
C 1.66 0.75 -2.52
C -0.47 0.62 -1.28
C 0.31 0.40 -2.43
N 1.96 2.19 0.93
H 2.91 2.09 1.27
H 3.38 1.47 -1.41
H 0.86 2.11 2.90
H 2.13 0.77 -3.49
H -1.49 0.26 -1.30
H -1.89 0.17 1.31
H -2.25 1.88 1.54
H -0.12 -0.09 -3.30
H -1.50 1.02 2.81
*
```

Summary:
* Kohn-Sham gap (alpha / beta): 0.1153 / 0.2466 Ha
* molecular weight: 161.25 g mol⁻¹



Most stable one: ii, least stable one: i.



i:
Density functional theory data (the ωB97M-V functional and the def2-TZVPD basis) for an isolated molecule of C5H5ClOS.

```
! RIJCOSX wB97M-V def2-TZVPD def2/J DEFGRID3
* xyz 0 1
C 0.01 -0.37 1.77
C 0.64 -0.40 0.40
Cl 2.33 -1.06 0.38
S -0.61 -1.65 -0.69
C -0.95 -0.29 -1.80
C -0.35 0.88 -1.45
C 0.57 0.94 -0.37
O 1.17 1.90 0.02
H 0.21 0.56 2.26
H 0.27 -1.33 2.28
H -1.03 -0.53 1.57
H -1.91 -0.40 -2.34
H -0.36 1.75 -2.03
*
```

Summary:
* Kohn-Sham gap: 0.3187 Ha
* molecular weight: 148.61 g mol⁻¹
* structure (SMILES): C[C@@]1(Cl)SC=CC1=O



ii:
Density functional theory data (the ωB97M-V functional and the def2-TZVPD basis) for an isolated molecule of C5H5ClOS.

```
! RIJCOSX wB97M-V def2-TZVPD def2/J DEFGRID3
* xyz 0 1
S 2.53 -0.96 0.12
C 0.92 -0.99 0.91
C 0.01 -0.08 0.15
O -0.65 -0.60 -0.94
C -1.51 0.31 -1.43
C -1.41 1.45 -0.71
C -0.42 1.18 0.29
Cl 0.22 2.28 1.48
H 2.85 -2.24 0.43
H 0.56 -1.99 0.78
H 1.00 -0.74 2.01
H -2.08 0.02 -2.32
H -2.03 2.34 -0.77
*
```

Summary:
* Kohn-Sham gap: 0.3519 Ha
* molecular weight: 148.61 g mol⁻¹
* structure (SMILES): SCc1occc1Cl



Most stable one: ii, least stable one: i.



i:
Density functional theory data (the ωB97M-V functional and the def2-TZVPD basis) for a cluster of 3 separate species, C8H13N2S in total.

```
! RIJCOSX wB97M-V def2-TZVPD def2/J DEFGRID3
* xyz 1 1
C 3.42 -2.19 1.89
C 2.13 -2.65 2.02
C 3.69 -1.08 1.14
C 1.09 -1.95 1.45
C 2.68 -0.37 0.41
C 1.42 -0.83 0.70
C -2.28 0.22 -2.70
C -0.58 0.20 -0.40
N -1.06 1.28 0.13
N -3.00 2.95 -0.60
S -0.78 -0.52 -1.88
H 4.21 -2.84 2.38
H 1.75 -3.55 2.50
H 4.65 -0.78 0.92
H 0.13 -2.46 1.60
H 2.79 0.37 -0.32
H -2.42 -0.43 -3.46
H -2.06 1.22 -2.95
H -3.04 0.46 -2.00
H -1.06 1.39 1.13
H -1.85 1.91 -0.41
H -3.91 2.54 -0.42
H -3.01 3.57 0.23
H -2.91 3.58 -1.36
*
```

Summary:
* Kohn-Sham gap (alpha / beta): 0.3092 / 0.3093 Ha
* molecular weight: 169.27 g mol⁻¹



ii:
Density functional theory data (the ωB97M-V functional and the def2-TZVPD basis) for a structure of composition C8H13N2S.

```
! RIJCOSX wB97M-V def2-TZVPD def2/J DEFGRID3
* xyz 1 1
C -2.80 -0.64 1.87
C -1.63 -1.33 1.32
C -3.05 0.52 1.22
C -1.16 -0.58 0.36
C 1.65 0.98 -0.06
C 2.58 2.14 -0.55
C -0.11 -1.62 -2.02
C 0.44 -1.07 -0.77
N 1.37 0.81 1.24
N 1.15 0.20 -1.00
S -1.97 0.90 -0.03
H -3.36 -1.15 2.62
H -1.42 -2.32 1.64
H -3.99 1.02 1.46
H 2.24 3.04 0.02
H 2.52 2.36 -1.59
H 3.57 1.83 -0.04
H -0.54 -0.75 -2.56
H -0.94 -2.34 -1.81
H 0.65 -2.08 -2.69
H 0.96 -1.83 -0.26
H 1.64 1.51 1.96
H 0.86 -0.07 1.61
H 1.34 0.50 -1.95
*
```

Summary:
* Kohn-Sham gap: 0.3408 Ha
* molecular weight: 169.27 g mol⁻¹



Most stable one: ii, least stable one: i.



i:
Density functional theory data (the ωB97M-V functional and the def2-TZVPD basis) for a structure of composition C2H6I2N2OP.

```
! RIJCOSX wB97M-V def2-TZVPD def2/J DEFGRID3
* xyz 1 1
C 1.73 1.18 0.28
C -0.48 0.03 -0.29
N 0.92 -0.29 -0.23
N -1.11 0.21 1.07
O 1.06 2.05 0.75
P -1.31 -1.41 -1.22
I 3.77 0.90 -0.20
I 1.59 -1.98 0.70
H -0.46 1.07 -0.60
H -0.46 0.80 1.55
H -1.28 -0.70 1.47
H -1.99 0.69 1.08
H -1.80 -0.68 -2.42
H -0.18 -1.87 -1.95
*
```

Summary:
* Kohn-Sham gap: 0.3226 Ha
* molecular weight: 358.86 g mol⁻¹



ii:
Density functional theory data (the ωB97M-V functional and the def2-TZVPD basis) for a structure of composition C2H6I2N2OP.

```
! RIJCOSX wB97M-V def2-TZVPD def2/J DEFGRID3
* xyz 1 1
C -0.47 0.07 -1.91
C 0.41 -0.23 0.34
N -0.04 0.76 -0.75
N -0.92 -0.65 0.82
O -0.98 -1.00 -1.83
P 1.25 0.69 1.68
I -0.41 1.12 -3.74
I -0.02 2.76 -0.51
H 0.83 -1.10 -0.13
H -0.90 -1.48 1.50
H -1.21 -0.91 -0.17
H -1.50 0.11 1.26
H 1.39 -0.50 2.36
H 2.57 0.38 1.07
*
```

Summary:
* Kohn-Sham gap: 0.3199 Ha
* molecular weight: 358.86 g mol⁻¹



Most stable one: ii, least stable one: i.